[1]
{"formula": "NO3Sn", "method": "ωB97M-V/def2-TZVPD", "symbols": ["Sn", "N", "O", "O", "O"], "positions_angstrom": [[1.457, 1.152, 1.432], [-0.383, -0.285, -0.386], [-0.497, -1.099, 0.534], [-1.032, -0.371, -1.398], [0.453, 0.603, -0.182]], "gap_ev": 7.2845, "spin_multiplicity": 1, "e_tot_ha": -494.31196, "charge": 1}

[2]
{"formula": "NO4P", "method": "ωB97M-V/def2-TZVPD", "symbols": ["N", "O", "O", "O", "O", "P"], "positions_angstrom": [[-2.144, 0.411, 2.596], [2.031, 1.214, -0.909], [0.214, 0.248, -2.365], [-2.857, -0.641, 2.683], [1.554, -1.322, -0.755], [1.202, 0.090, -1.250]], "gap_ev": [4.1099, 4.1155], "spin_multiplicity": 1, "e_tot_ha": -697.04412, "charge": -2}

[3]
{"formula": "NO4S2", "method": "ωB97M-V/def2-TZVPD", "symbols": ["N", "O", "O", "O", "O", "S", "S"], "positions_angstrom": [[-1.639, -0.294, 0.115], [-2.381, 0.641, 0.250], [1.160, 1.591, -0.642], [-1.795, -1.387, -0.371], [1.624, 0.402, 1.459], [1.893, -1.261, -0.925], [1.137, 0.307, 0.114]], "gap_ev": [7.4436, 5.9721], "spin_multiplicity": 1, "e_tot_ha": -1152.02657, "charge": -1}

[4]
{"formula": "NO4S2", "method": "ωB97M-V/def2-TZVPD", "symbols": ["N", "O", "O", "O", "O", "S", "S"], "positions_angstrom": [[1.291, -1.196, -0.856], [-2.006, -0.793, 0.989], [-2.131, 0.630, -0.975], [-0.069, 0.630, 0.312], [2.716, 0.727, 0.437], [-1.469, 0.123, 0.096], [1.668, -0.121, -0.003]], "gap_ev": [8.9520, 8.9528], "spin_multiplicity": 1, "e_tot_ha": -1151.53629, "charge": 1}

[5]
{"formula": "NO5P", "method": "ωB97M-V/def2-TZVPD", "symbols": ["N", "O", "O", "O", "O", "O", "P"], "positions_angstrom": [[1.097, 0.058, -0.053], [-1.062, 0.760, -1.374], [-1.191, 1.208, 1.049], [1.735, 0.192, 0.999], [1.633, -0.248, -1.079], [-1.440, -2.204, 0.463], [-0.773, 0.233, -0.004]], "gap_ev": [6.9797, 6.3647], "spin_multiplicity": 1, "e_tot_ha": -772.13889, "charge": -2}

[6]
{"formula": "Na10O8S2", "method": "ωB97M-V/def2-TZVPD", "symbols": ["Na", "Na", "Na", "Na", "Na", "Na", "Na", "Na", "Na", "Na", "S", "O", "O", "O", "O", "S", "O", "O", "O", "O"], "positions_angstrom": [[2.433, 1.315, 0.350], [-1.484, -0.930, -3.749], [-3.386, 2.252, 1.529], [-2.588, 2.350, -2.857], [-0.815, 3.769, -0.042], [1.873, -1.889, -1.307], [-0.353, 0.272, 2.595], [-4.001, -0.642, 0.165], [-0.726, -2.756, 0.952], [0.951, 1.851, -3.377], [-0.828, 0.241, -0.586], [-1.154, 1.342, 0.422], [-1.137, 0.721, -2.022], [0.579, -0.109, -0.424], [-1.746, -0.882, -0.229], [2.498, -1.385, 1.731], [3.318, -0.928, 0.575], [1.822, -0.166, 2.297], [1.459, -2.373, 1.255], [3.284, -2.052, 2.723]], "gap_ev": 2.1175, "spin_multiplicity": 1, "e_tot_ha": -3018.80577, "charge": 6}

[7]
{"formula": "O2", "method": "ωB97M-V/def2-TZVPD", "symbols": ["O", "O"], "positions_angstrom": [[0.000, 0.000, 0.680], [0.000, 0.000, -0.680]], "gap_ev": 7.7813, "spin_multiplicity": 1, "smiles": "O=O", "e_tot_ha": -150.26717}

[8]
{"formula": "O2", "method": "ωB97M-V/def2-TZVPD", "symbols": ["O", "O"], "positions_angstrom": [[-0.498, 0.350, 0.029], [0.498, -0.350, -0.029]], "gap_ev": 7.8681, "spin_multiplicity": 1, "smiles": "O=O", "e_tot_ha": -150.29583}